1.
121
Properties=species:S:1:pos:R:3:mulliken_charge:R:1 method="wB97M-V/def2-TZVPD" multiplicity=1 e_lumo_ev=0.6 charge=0 homo_ev=-8.752 largest_force_ev_per_a=2.72 gap_ev=9.31
C -5.9242 -2.8928 1.1886 -0.560
O -5.0844 -3.4334 0.2178 -0.447
C -3.8743 -2.7798 0.1161 1.707
C -3.2279 -3.3328 -1.1532 0.406
C -2.7869 -4.7997 -1.1402 -1.716
N -1.9929 -2.6245 -1.5731 -0.767
H -6.0864 -1.8010 1.0432 0.159
H -5.5275 -3.0040 2.2213 0.251
H -6.8242 -3.4299 1.1402 0.333
H -3.9914 -1.7139 0.0249 -0.808
H -3.2186 -2.9460 0.9462 -0.605
H -3.8977 -3.1735 -2.0061 0.294
H -3.6361 -5.4013 -0.9082 0.444
H -2.0460 -4.9762 -0.3506 0.299
H -2.3251 -5.0939 -2.1167 0.401
H -2.1614 -2.1447 -2.4503 0.276
H -1.2374 -3.2556 -1.8928 0.148
C -5.1775 4.2652 0.9086 -0.754
O -5.2601 3.2955 -0.0748 -0.381
C -4.1686 2.4681 -0.1719 -0.272
C -4.4950 1.6305 -1.3545 0.408
C -5.5378 0.5917 -0.9952 -1.385
N -3.2890 0.9518 -1.8473 -0.170
H -4.2679 4.8740 0.6868 0.254
H -5.0472 3.7955 1.8801 0.313
H -6.0158 4.9043 0.9117 0.294
H -3.2542 3.0037 -0.4369 0.156
H -3.8928 1.8653 0.7395 0.264
H -4.9303 2.2544 -2.1899 0.216
H -5.1510 -0.1351 -0.2180 0.084
H -5.9174 -0.0303 -1.8350 0.365
H -6.4461 1.0930 -0.5793 0.450
H -2.5753 1.4863 -2.3018 0.037
H -3.4871 0.2046 -2.4737 0.238
C 0.9735 0.9284 -3.8947 -1.253
C 0.0584 2.2069 -3.8535 1.394
C -0.7797 2.3529 -5.1188 -1.797
O -0.7606 2.2714 -2.7125 -0.582
H 0.4812 -0.0289 -3.7704 0.237
H 1.8870 1.0211 -3.2709 0.110
H 1.3407 0.8465 -4.9272 0.543
H 0.7437 3.0504 -3.8190 -0.244
H -0.1981 2.7146 -5.9508 0.474
H -1.4215 3.2234 -4.9484 0.415
H -1.3407 1.4804 -5.4237 0.364
H -0.1735 2.4173 -1.9354 0.029
C 3.9192 4.1011 -0.6532 -1.251
C 2.4129 4.2580 -0.9925 0.872
C 2.2619 4.8001 -2.3615 -1.510
O 1.6880 3.0911 -0.9611 0.787
H 4.4064 3.4499 -1.3865 0.140
H 4.0073 3.6621 0.3415 0.281
H 4.3601 5.0692 -0.6533 0.479
H 2.0222 5.0596 -0.3288 0.117
H 1.1984 5.0218 -2.5140 0.303
H 2.6946 4.0630 -3.0777 0.231
H 2.6994 5.7927 -2.5197 0.476
H 1.5373 2.8076 -0.0418 -0.620
C 4.4060 -1.0907 -2.7714 -1.317
C 5.1238 0.1341 -2.2361 0.976
C 5.1323 0.2093 -0.7460 -1.015
O 6.4390 0.0645 -2.8167 -0.597
H 4.8076 -1.9903 -2.3847 0.467
H 4.4382 -1.2048 -3.8923 0.361
H 3.3756 -1.0480 -2.5103 0.114
H 4.6811 1.0760 -2.5608 -0.094
H 5.6056 -0.6838 -0.3246 0.453
H 4.0957 0.2374 -0.3940 -0.160
H 5.6936 1.0500 -0.3394 0.481
H 6.9963 0.6689 -2.3148 0.327
C 3.4815 -0.9134 2.6058 -0.798
C 2.7775 -0.2097 3.7154 0.837
C 3.3743 -0.4483 5.1047 -1.604
O 2.6833 1.2386 3.5929 -0.564
H 4.5072 -0.5801 2.5109 0.484
H 2.9457 -0.7658 1.6799 -0.228
H 3.4646 -1.9860 2.7317 0.394
H 1.7075 -0.5247 3.7664 -0.009
H 4.4254 -0.3267 5.2007 0.439
H 3.1624 -1.4787 5.4120 0.368
H 2.8537 0.2615 5.7922 0.374
H 3.5777 1.5846 3.7606 0.282
C 0.9162 -0.1488 -0.2360 0.062
C 0.0899 -0.8414 0.8393 0.922
C -1.2290 -0.0636 1.0228 -0.503
O -0.1069 -2.2166 0.5334 1.187
H 1.8183 -0.7505 -0.3856 -0.384
H 1.2556 0.8130 0.1260 -0.167
H 0.3340 -0.0959 -1.1946 -0.004
H 0.5607 -0.8124 1.8011 -0.120
H -0.9213 0.9758 1.2309 -0.421
H -1.7722 -0.5082 1.8609 0.521
H -1.8110 -0.0013 0.0772 0.080
H -0.7846 -2.2598 -0.1878 -0.590
C -0.6155 4.3858 1.4087 -0.717
C 0.0721 3.4685 2.3482 -0.461
O 1.0940 2.7237 1.6698 -0.458
H -1.1283 3.8096 0.6676 -0.050
H 0.1618 5.0184 0.9544 0.055
H -1.3166 5.0306 1.8995 0.516
H -0.6392 2.7331 2.7862 0.303
H 0.4428 3.9260 3.2483 0.487
H 1.6986 2.2919 2.3322 0.158
C -1.7048 -4.7774 3.1547 -0.917
C -1.6013 -3.3769 3.6950 0.635
O -0.4135 -3.1210 4.4260 -0.607
H -2.5356 -4.8970 2.4785 0.351
H -1.5967 -5.5006 3.9543 0.355
H -0.8353 -4.9354 2.5212 0.010
H -2.4133 -3.1508 4.4152 0.379
H -1.7543 -2.7153 2.8257 -0.594
H 0.3825 -3.4250 3.9391 0.336
C 3.1450 -4.0820 -0.2769 -0.789
C 2.3843 -4.7191 0.8769 -0.496
O 1.7149 -3.8594 1.7907 -0.408
H 3.8765 -4.7849 -0.7093 0.426
H 3.7151 -3.2562 0.1432 0.080
H 2.5819 -3.5409 -1.0148 0.210
H 3.0823 -5.3454 1.4984 0.366
H 1.6691 -5.3986 0.4830 0.317
H 1.1656 -3.2416 1.2328 0.034

2.
21
Properties=species:S:1:pos:R:3:mulliken_charge:R:1 method="wB97M-V/def2-TZVPD" multiplicity=3 e_lumo_ev="0.6 / -0.7" charge=0 s_squared=2.036 homo_ev="-7.131 / -8.916" largest_force_ev_per_a=2.58 gap_ev="7.73 / 8.24"
C -0.9838 -0.4770 1.4103 -0.522
C -0.2828 0.6534 1.8737 0.082
C -0.0314 3.0697 1.2624 0.328
C -0.3556 3.3312 -0.1778 -0.389
C -1.8524 -0.5122 0.3414 -0.426
C -0.3526 1.7753 -0.3055 -0.282
C 1.5275 -2.9185 -0.9822 -0.703
N -0.0587 1.7068 1.0882 0.110
O 0.2882 3.7493 2.2008 -0.597
P 1.3152 -4.5603 -1.7985 -0.085
S -1.8672 0.9276 -0.7758 -0.212
H -0.8161 -1.2130 2.2016 0.308
H -0.0276 0.6235 2.9556 0.356
H -1.2872 3.7548 -0.5935 0.266
H 0.4707 3.9412 -0.6035 0.260
H -2.4383 -1.3182 -0.0517 0.420
H 0.3502 1.3606 -1.0387 0.299
H 1.2892 -1.9422 -1.3755 0.371
H 2.0302 -2.8908 -0.0225 0.354
H 2.4164 -4.8463 -2.6186 0.039
H 0.6661 -4.2148 -2.9900 0.020

3.
190
Properties=species:S:1:pos:R:3:mulliken_charge:R:1 method="wB97M-V/def2-TZVPD" multiplicity=1 e_lumo_ev=-1.3 charge=0 homo_ev=-9.686 largest_force_ev_per_a=3.47 gap_ev=8.34
Br -3.1125 1.4616 -1.4206 -0.065
C -1.9859 0.5091 -0.0623 -0.124
C -0.7617 0.0979 -0.9000 -0.863
Br 0.4477 -1.0341 0.2402 0.022
H -2.5235 -0.3466 0.3461 0.171
H -1.7338 1.2820 0.6638 0.283
H -0.2144 0.9934 -1.1945 0.310
H -1.0685 -0.4062 -1.8164 0.373
C -7.2015 5.5064 -0.2194 -0.222
C -7.1816 6.0735 1.0721 -0.563
C -6.0250 5.9645 1.8136 -0.357
C -4.8849 5.2468 1.3742 -0.111
C -4.9506 4.6907 0.0656 0.229
C -6.0530 4.9686 -0.8128 -0.970
N -3.7203 5.0749 2.2769 1.112
O -3.7819 5.7660 3.3308 -0.624
O -2.7914 4.3451 1.9602 -0.521
H -8.1199 5.4219 -0.7813 0.372
H -8.0710 6.5386 1.4711 0.433
H -5.9836 6.5055 2.7474 0.468
H -4.1027 4.0792 -0.2058 0.253
H -5.9636 4.5540 -1.8060 0.482
C 9.0374 -0.3245 0.7710 -0.364
C 9.0179 -1.1313 -0.3416 -0.679
C 7.8115 -1.4986 -0.8548 -0.178
C 6.5951 -1.0041 -0.3180 -0.250
C 6.6481 -0.2038 0.7884 0.116
C 7.8651 0.1578 1.3543 -0.926
N 5.3032 -1.4327 -0.9386 1.176
O 5.2674 -1.7168 -2.0841 -0.608
O 4.2549 -1.3213 -0.3144 -0.312
H 9.9534 -0.1032 1.2986 0.383
H 9.9448 -1.4573 -0.7900 0.438
H 7.8695 -2.1919 -1.6809 0.434
H 5.7619 0.2571 1.1989 0.397
H 7.8029 0.7507 2.2549 0.453
C -2.6835 -3.5034 -0.5573 -0.793
C -3.5303 -3.4190 0.5307 0.018
C -4.8358 -2.9324 0.3701 -0.633
C -5.2683 -2.4133 -0.8775 0.050
C -4.3632 -2.3851 -1.9538 -0.841
C -3.0277 -2.8973 -1.7501 -0.194
N -6.7198 -2.0024 -1.0243 1.016
O -7.3323 -1.8442 0.0347 -0.564
O -7.2344 -1.7009 -2.1153 -0.587
H -1.6720 -3.8201 -0.3499 0.565
H -3.2272 -3.7297 1.5196 0.345
H -5.4947 -2.9207 1.2258 0.487
H -4.6218 -2.1458 -2.9747 0.548
H -2.3524 -2.9815 -2.5887 0.581
C 0.2821 3.5004 1.6108 -1.349
C 0.1929 4.0028 0.3241 0.045
C 1.2220 3.8446 -0.5657 -0.705
C 2.2888 2.9696 -0.3229 0.370
C 2.4323 2.4156 0.9666 -0.866
C 1.4016 2.6977 1.8636 0.144
N 3.2439 2.6424 -1.3024 1.000
O 3.0077 2.9197 -2.4885 -0.588
O 4.2232 2.0447 -0.9895 -0.628
H -0.5005 3.5819 2.3506 0.732
H -0.5585 4.7319 0.0590 0.509
H 1.2099 4.2603 -1.5624 0.258
H 3.2833 1.7835 1.1730 0.548
H 1.4440 2.1316 2.7823 0.453
C 7.0707 -3.6731 2.6861 -0.650
C 6.1580 -3.7620 1.7154 -1.205
C 4.7807 -3.5880 2.0029 0.175
C 4.3827 -3.3223 3.3057 -0.247
C 5.3425 -3.1360 4.3135 -0.433
C 6.6931 -3.3472 4.0080 -0.648
N 2.9754 -3.2314 3.6499 1.486
O 2.5982 -3.7223 4.7208 -0.598
O 2.2475 -2.7430 2.7658 -0.459
H 8.0945 -3.9371 2.4658 0.467
H 6.3679 -3.9754 0.6777 0.565
H 3.9937 -3.6765 1.2686 0.659
H 5.2102 -2.9277 5.3650 0.530
H 7.4286 -3.1267 4.7674 0.422
C 2.6000 -0.1322 -4.0242 -0.442
C 1.8777 0.6519 -4.9104 -0.394
C 1.7934 0.3642 -6.2577 -0.671
C 2.6082 -0.6987 -6.7651 -0.090
C 3.3048 -1.4970 -5.9015 -0.734
C 3.2895 -1.2023 -4.5312 -0.514
N 2.6528 -1.0288 -8.2101 0.955
O 1.6439 -0.7958 -8.8281 -0.573
O 3.6637 -1.5595 -8.6602 -0.609
H 2.5760 0.0836 -2.9663 0.612
H 1.3357 1.4977 -4.5138 0.636
H 1.2594 1.1112 -6.8263 0.615
H 3.7864 -2.4169 -6.1985 0.473
H 3.6712 -1.8940 -3.7948 0.664
C 0.1441 -6.9887 4.3011 -0.280
C -0.1327 -6.3554 3.0983 -0.674
C 0.9155 -6.2069 2.1077 -0.004
C 2.1722 -6.7958 2.3100 -0.232
C 2.3840 -7.4154 3.5528 -0.250
C 1.3681 -7.5326 4.5280 -0.728
N 3.2182 -6.8085 1.2039 0.901
O 4.2949 -7.3653 1.3446 -0.582
O 2.9874 -6.1783 0.1411 -0.458
H -0.7056 -7.0226 4.9669 0.433
H -1.1109 -5.9295 2.9306 0.464
H 0.6706 -5.6822 1.1960 0.540
H 3.3805 -7.7978 3.7176 0.470
H 1.5098 -8.0189 5.4818 0.383
C -1.0680 5.7960 -3.1906 -0.569
C 0.2398 5.7130 -3.6519 -0.375
C 1.0733 6.8041 -3.8235 -0.479
C 0.6410 8.0328 -3.4276 0.028
C -0.7202 8.1739 -3.0447 -0.241
C -1.5635 7.0632 -2.8507 -0.609
N 1.4971 9.3598 -3.5639 0.922
O 2.5998 9.3226 -4.0992 -0.569
O 1.0290 10.3785 -3.1109 -0.553
H -1.5978 4.8648 -3.0548 0.681
H 0.6143 4.7539 -3.9779 0.475
H 2.0659 6.7641 -4.2472 0.446
H -1.2120 9.1156 -2.8507 0.391
H -2.4959 7.1266 -2.3094 0.459
C -1.9468 0.3840 -6.2525 -0.208
C -2.9247 1.1891 -5.7093 -0.737
C -3.5598 2.1631 -6.4350 -0.626
C -3.1934 2.3234 -7.8016 -0.005
C -2.1996 1.5197 -8.3343 -0.275
C -1.6186 0.5034 -7.5891 -0.733
N -3.8539 3.3702 -8.6298 0.910
O -4.4046 4.3343 -8.1024 -0.563
O -3.8357 3.2590 -9.8754 -0.553
H -1.5050 -0.3393 -5.5832 0.754
H -3.2068 1.0504 -4.6761 0.573
H -4.2899 2.8060 -5.9660 0.507
H -1.9697 1.5937 -9.3870 0.479
H -0.8280 -0.1214 -7.9778 0.489
C -4.7341 1.7106 3.8145 -1.174
C -5.9317 2.2933 4.0094 -0.880
C -6.8807 2.4937 2.9917 -0.538
C -6.6435 1.9158 1.7316 -0.498
C -5.4441 1.1584 1.6047 0.272
C -4.5052 1.0535 2.6427 -0.017
N -7.5865 2.1154 0.6090 1.160
O -7.4096 1.4713 -0.4243 -0.572
O -8.5577 2.9123 0.7540 -0.615
H -4.0523 1.6101 4.6461 0.789
H -6.1931 2.5872 5.0152 0.417
H -7.8261 2.9870 3.1626 0.498
H -5.0672 0.7110 0.6969 0.295
H -3.5839 0.4976 2.5496 0.845
C -2.2127 -2.6310 4.0736 0.315
C -1.1002 -2.6561 4.8840 -0.752
C -1.1230 -1.8885 6.1087 -0.095
C -2.2295 -1.0719 6.4381 -0.507
C -3.3409 -1.0861 5.5875 -0.179
C -3.3631 -2.0152 4.4919 -0.994
N -2.2227 -0.1919 7.6236 1.116
O -1.3000 -0.3989 8.4256 -0.604
O -3.1048 0.7058 7.7175 -0.574
H -2.1152 -3.2556 3.1979 0.025
H -0.2303 -3.2163 4.5744 0.601
H -0.2551 -1.8286 6.7487 0.504
H -4.2512 -0.5184 5.7116 0.712
H -4.2658 -2.1103 3.9069 0.374
C 2.8958 -5.4688 -3.1267 -0.674
C 2.3882 -6.0552 -4.2794 -0.727
C 1.4805 -5.3050 -5.0346 -0.530
C 0.9351 -4.1147 -4.6334 -0.540
C 1.3572 -3.6562 -3.3896 -0.049
C 2.3537 -4.2890 -2.6292 -0.546
N -0.0648 -3.3960 -5.3314 1.014
O -0.5253 -3.9412 -6.3269 -0.667
O -0.4470 -2.3513 -4.8717 -0.392
H 3.6280 -6.0716 -2.6101 0.426
H 2.7153 -7.0381 -4.5848 0.441
H 1.0559 -5.7713 -5.9113 0.490
H 0.9928 -2.7191 -2.9951 0.778
H 2.6207 -3.8823 -1.6650 0.913
C 3.6421 0.6279 7.2817 -0.543
C 3.4031 0.1147 5.9930 -0.575
C 2.1991 0.3799 5.2965 -0.130
C 1.2146 1.2023 5.9306 -0.491
C 1.5000 1.6737 7.2015 -0.325
C 2.6798 1.4379 7.8537 -0.630
N -0.1513 1.5280 5.3740 0.947
O -0.8997 2.1009 6.1424 -0.593
O -0.4365 1.1663 4.2370 -0.204
H 4.5882 0.4502 7.7712 0.422
H 4.2174 -0.4552 5.5705 0.466
H 2.0783 -0.0553 4.3155 0.843
H 0.7862 2.2876 7.7306 0.483
H 2.8957 1.8211 8.8400 0.377

4.
31
Properties=species:S:1:pos:R:3:mulliken_charge:R:1 method="wB97M-V/def2-TZVPD" multiplicity=1 e_lumo_ev="-6.0 / -6.0" charge=+1 homo_ev="-12.308 / -12.308" largest_force_ev_per_a=4.41 gap_ev="6.33 / 6.33"
C 2.3141 -2.0748 1.5716 0.218
C -1.4101 0.9539 -1.2508 0.753
C -0.6174 0.7254 -2.4839 -0.851
C -2.8611 1.3771 -1.5345 -1.567
C -0.4847 1.4983 2.0452 -1.087
C -1.8952 -0.5854 1.5322 -1.307
C 3.1909 -2.4919 0.5069 -0.258
C 2.8239 -1.7010 -0.7574 -0.406
C -1.5490 0.8190 1.1552 0.427
N 1.4735 -1.8194 2.3138 -0.391
N -0.9675 0.6619 -0.1461 -0.135
O 2.7605 -0.3063 -0.6213 -0.106
P 2.2901 0.7753 0.4495 0.621
Cl 2.2863 2.2770 -0.7187 -0.016
H 0.3785 0.3275 -2.2142 0.027
H -1.2450 -0.1074 -3.0460 0.305
H -0.6828 1.7106 -3.0671 0.336
H -3.1829 2.0785 -0.7750 0.425
H -2.7623 1.9623 -2.3797 0.490
H -3.3660 0.4672 -1.6106 0.360
H 0.2272 0.6419 2.2830 0.204
H 0.0328 2.3890 1.5291 0.223
H -0.9399 1.9458 3.0694 0.323
H -1.1815 -1.4079 1.6980 0.214
H -2.4767 -1.0381 0.7193 0.392
H -2.6599 -0.6186 2.4388 0.314
H 4.2858 -2.3950 0.8171 0.270
H 3.0058 -3.6376 0.2722 0.330
H 1.9813 -2.1985 -1.3450 0.279
H 3.7021 -1.6632 -1.4896 0.294
H -2.4708 1.4345 1.0384 0.322

5.
15
Properties=species:S:1:pos:R:3:mulliken_charge:R:1 method="wB97M-V/def2-TZVPD" multiplicity=1 e_lumo_ev=0.2 charge=0 homo_ev=-8.128 largest_force_ev_per_a=0.43 gap_ev=8.34
C 1.8544 -0.0657 0.6119 -1.354
C 0.6655 0.1178 -0.2786 1.076
C -0.0143 -0.8503 -1.1697 -1.036
C -0.7728 -0.1365 -0.1845 0.088
O -1.3614 -1.2007 0.8523 -0.461
C -1.0322 1.3485 -0.1971 -0.437
O 0.3488 1.5517 -0.5386 -0.458
H 2.7591 0.2214 0.0648 0.335
H 1.9539 -1.1174 0.8942 0.331
H 1.7862 0.5573 1.5106 0.300
H -0.1585 -0.6953 -2.2388 0.153
H -0.7625 -1.8430 0.2774 0.562
H -2.2757 -1.3971 0.5684 0.390
H -1.7267 1.7267 -0.9565 0.269
H -1.2637 1.7827 0.7841 0.239

6.
71
Properties=species:S:1:pos:R:3:mulliken_charge:R:1 method="wB97M-V/def2-TZVPD" multiplicity=3 e_lumo_ev="-10.0 / -10.4" charge=+3 s_squared=2.020 homo_ev="-17.086 / -17.196" largest_force_ev_per_a=0.33 gap_ev="7.12 / 6.77"
W -0.6112 1.2540 -0.2234 0.416
O -2.6590 2.6465 3.0882 -0.576
C -2.2789 1.9854 2.1616 -0.089
N -1.1400 2.2515 1.4169 0.756
C -0.3159 3.3282 1.9401 -1.361
C 1.0913 3.0730 1.5293 0.751
C 2.1503 3.7767 2.0697 -1.050
C 3.4394 3.4813 1.6704 -0.497
C 3.6336 2.4686 0.7366 -1.238
C 2.5406 1.8110 0.2353 0.436
N 1.2614 2.1034 0.5989 0.322
C -2.9283 0.7461 1.6677 0.478
C -4.0472 0.1972 2.2475 -0.764
C -4.5573 -0.9795 1.7120 -0.615
C -3.9207 -1.5448 0.6145 -1.173
C -2.8040 -0.9300 0.0880 0.181
N -2.2973 0.2052 0.6025 0.296
H -0.4144 3.3677 3.0269 0.733
H -0.6317 4.3111 1.5723 0.359
H 1.9561 4.5425 2.8088 0.585
H 4.2814 4.0209 2.0836 0.492
H 4.6219 2.1898 0.4007 0.543
H 2.6854 1.0169 -0.4795 0.235
H -4.4897 0.6962 3.0993 0.595
H -5.4359 -1.4430 2.1409 0.493
H -4.2800 -2.4558 0.1571 0.575
H -2.3032 -1.3575 -0.7685 0.665
Cl -2.2813 1.1684 -2.2917 0.020
C -2.2102 -0.2258 -3.5148 0.607
Cl -3.5142 -1.3430 -3.2744 -0.041
H -1.2388 -0.6924 -3.3738 -0.639
H -2.2864 0.2848 -4.4685 0.457
C 4.2202 -1.2650 2.8607 -0.642
C 3.0143 -0.7037 3.2599 -0.912
C 1.9635 -0.6168 2.3581 -0.066
C 2.1305 -1.1043 1.0646 0.086
C 3.3330 -1.6780 0.6635 -0.291
C 4.3807 -1.7511 1.5679 -0.848
As 0.6343 -1.0435 -0.1329 1.443
C -0.2157 -2.7589 -0.0414 1.255
C -0.8946 -3.3279 -1.1191 -0.109
C -1.5385 -4.5442 -0.9551 -1.049
C -1.5142 -5.1850 0.2788 -0.683
C -0.8415 -4.6153 1.3503 -0.878
C -0.1872 -3.4009 1.1946 -1.062
C 1.1154 -0.6756 -1.9722 1.054
C 1.0120 0.6733 -2.3525 -0.109
C 1.0599 1.0635 -3.6886 -1.307
C 1.2492 0.0887 -4.6582 -0.798
C 1.3926 -1.2463 -4.2906 -0.716
C 1.2975 -1.6398 -2.9603 -0.665
H 5.0397 -1.3322 3.5639 0.471
H 2.8941 -0.3414 4.2720 0.488
H 1.0204 -0.1744 2.6651 0.461
H 3.4649 -2.0713 -0.3384 0.422
H 5.3200 -2.1965 1.2693 0.486
H -0.9169 -2.8514 -2.0924 0.265
H -2.0462 -5.0023 -1.7934 0.486
H -2.0084 -6.1398 0.3986 0.465
H -0.8121 -5.1232 2.3046 0.478
H 0.3575 -2.9781 2.0297 0.450
H 1.1673 1.4754 -1.6219 0.353
H 0.9983 2.1087 -3.9619 0.559
H 1.3164 0.3675 -5.7015 0.486
H 1.5795 -1.9916 -5.0532 0.504
H 1.3796 -2.6881 -2.7015 0.584
Cl -2.5300 6.0452 -1.6724 -0.038
C -2.4358 4.5121 -0.8978 -0.123
Cl -0.7742 3.7440 -1.2609 0.065
H -3.1656 3.8134 -1.2917 0.287
H -2.4758 4.6002 0.1823 0.199

Calculated total energy (a.u.), listed in the same order as above: -2014.7245; -1142.0818; -10904.6839; -1339.0808; -345.5723; -5618.9926